No. 1
The following is a DFT calculation (ωB97M-V/def2-TZVPD) of an isolated molecule of C4H5NO2S.

Properties
Molecular weight   131.2 g mol⁻¹
Kohn-Sham gap   8.0 eV
HOMO   -0.2862 Ha
Total energy   -20648.332 eV
SMILES   Cc1oc(=S)[nH]c1O

Structure (XYZ):
```
13
C4H5NO2S (ωB97M-V/def2-TZVPD)
O -1.210 -1.701 -0.302
S -1.499 3.237 -0.261
C -0.734 -0.447 -0.178
N -1.608 0.573 -0.243
H 2.515 -0.217 -0.371
C 0.500 0.051 0.142
H -2.538 0.493 -0.515
H 1.618 -1.813 0.161
C 1.844 -0.646 0.282
O 0.384 1.474 0.160
C -0.936 1.733 -0.093
H 2.174 -0.398 1.366
H -0.511 -2.342 -0.148
```

Mulliken population analysis, charges in e, atoms 1 to 5:
1 O -0.524
2 S -0.410
3 C 0.433
4 N 0.042
5 H 0.305

---

No. 2
The following is a DFT calculation (ωB97M-V/def2-TZVPD) of an isolated molecule of C4H7NO.

Properties
Molecular weight   85.1 g mol⁻¹
Kohn-Sham gap   10.5 eV
HOMO   -0.3461 Ha
Total energy   -7797.036 eV
SMILES   O[C@H]1C[C@H]2N[C@@H]12

Structure (XYZ):
```
13
C4H7NO (ωB97M-V/def2-TZVPD)
H -2.050 -0.480 -0.711
O 1.920 0.319 0.762
C 1.012 0.216 -0.292
C -0.322 0.948 -0.122
H 1.546 0.496 -1.203
C -1.073 -0.318 -0.268
N -0.938 0.311 1.057
C 0.205 -1.121 -0.470
H 0.307 -1.545 -1.473
H 1.385 0.290 1.569
H -0.584 1.964 -0.401
H -1.802 0.807 1.267
H 0.395 -1.887 0.286
```

Mulliken population analysis, charges in e, atoms 1 to 5:
1 H 0.415
2 O -0.548
3 C -0.194
4 C -0.269
5 H 0.383

---

No. 3
The following is a DFT calculation (ωB97M-V/def2-TZVPD) of a cluster of 2 separate species, C5H10O2 in total.

Properties
Molecular weight   102.1 g mol⁻¹
Kohn-Sham gap   10.8 eV
HOMO   -0.3657 Ha
Total energy   -9439.503 eV
SMILES   O[C@H]1[C@H]2[C@@H](O)[C@@H]12.C

Structure (XYZ):
```
17
C5H10O2 (ωB97M-V/def2-TZVPD)
C 0.921 -0.879 0.400
H -0.132 -2.868 1.196
H -1.515 0.402 0.884
O -1.040 -0.673 -1.227
H -0.764 2.817 -1.227
C 0.010 -0.577 1.542
O -0.912 0.464 1.636
H 0.491 -0.671 2.516
H 0.763 2.030 -1.707
H -0.646 -0.282 -2.020
C -0.037 -1.429 -0.595
H 0.676 2.969 -0.189
H 2.000 -0.989 0.413
H 0.388 -2.188 -1.259
H -0.153 1.420 -0.310
C 0.130 2.309 -0.862
C -0.181 -1.856 0.811
```

Mulliken population analysis, charges in e, atoms 1 to 5:
1 C -0.161
2 H 0.273
3 H 0.364
4 O -0.508
5 H 0.328

---

No. 4
The following is a DFT calculation (ωB97M-V/def2-TZVPD) of a structure of composition C31H39ClF5N4O4S2SiV.

Properties
Multiplicity   4
Molecular weight   805.3 g mol⁻¹
Kohn-Sham gap (spin up / spin down)   6.6 / 6.4 eV
Net charge   -1
HOMO (spin up / spin down)   -0.1620 / -0.1556 Ha
Total energy   -128280.279 eV
Expectation value of S²   3.766

Structure (XYZ):
```
88
C31H39ClF5N4O4S2SiV (ωB97M-V/def2-TZVPD)
F -0.153 -2.266 -1.482
H -3.716 -3.814 2.481
H 3.017 -5.073 -1.831
F 0.226 -7.651 -0.854
H -0.140 2.700 2.604
C -3.126 0.618 3.090
C 0.363 2.969 3.529
C -3.456 -3.246 -0.129
H 0.426 -2.294 5.583
V -0.063 -0.816 0.439
N 2.402 -0.411 -0.136
H -2.516 2.382 0.202
H -3.932 -4.208 0.100
H -4.505 -0.097 -1.252
C -5.253 -2.060 1.093
H -5.492 0.639 1.732
H 2.901 -2.589 -1.855
C 4.293 -4.425 1.240
H -0.124 3.844 3.961
O 1.524 2.996 -0.396
O 5.924 2.504 0.338
C -3.736 -2.234 0.989
C -0.275 -4.415 -2.365
C 3.299 -3.121 -1.000
F 0.652 -6.066 1.261
C -0.060 -3.613 -1.264
H -1.348 1.822 1.380
N 0.260 1.885 4.497
N 0.020 -0.381 4.887
C 3.721 -2.405 0.106
H -3.093 -0.888 -1.954
C 3.862 -5.157 0.142
S 0.583 -3.066 1.367
C -4.765 1.369 1.380
C 2.618 0.895 -0.164
H -3.849 -0.112 3.463
H -0.684 -0.345 6.877
C 1.391 1.761 -0.318
C 0.125 -6.319 -0.992
C -0.181 -5.790 -2.232
N 3.598 -0.986 0.081
H -5.665 -1.545 0.223
H 1.405 3.210 3.300
C 4.734 2.492 0.117
H -5.742 -3.040 1.163
C 3.990 1.196 0.043
C 3.367 -4.505 -0.978
C -3.323 0.908 1.607
Si -2.733 -0.619 0.530
C -1.050 -0.203 5.856
H 1.728 2.725 5.737
H -4.962 1.559 0.323
H -5.533 -1.496 1.983
H 4.521 -2.460 2.089
H -0.433 -2.249 4.022
H -3.242 1.534 3.687
H -2.148 -3.024 2.250
H 0.056 3.021 6.252
H -2.123 0.222 3.264
O 0.305 1.131 -0.348
C 4.565 -0.052 0.197
C -3.414 -0.161 -1.205
H -1.821 -0.949 5.658
S 1.219 0.298 2.597
C -3.225 -2.850 2.295
C -2.400 2.078 1.243
O 4.050 3.597 -0.085
H 3.058 3.425 -0.287
C 0.449 0.597 4.072
H -3.007 0.804 -1.514
C 4.223 -3.042 1.228
H 1.283 -1.846 4.087
H -2.632 2.949 1.871
H -4.952 2.306 1.921
C 0.333 -5.489 0.093
Cl 6.192 -0.495 0.409
F -0.388 -6.595 -3.286
H 3.897 -6.239 0.164
H -3.432 -2.209 3.155
H -3.840 -2.906 -1.092
H -1.493 0.783 5.757
F -0.572 -3.881 -3.556
C 0.257 -4.095 0.013
H 4.663 -4.934 2.119
C 0.345 -1.774 4.627
C 0.730 2.279 5.820
H 0.794 1.430 6.490
H -2.384 -3.428 -0.233
```

Mulliken population analysis, charges in e, atoms 1 to 5:
1 F -0.487
2 H 0.482
3 H 0.462
4 F -0.351
5 H 0.067

---

No. 5
The following is a DFT calculation (ωB97M-V/def2-TZVPD) of a cluster of 2 separate species, C6H16 in total.

Properties
Molecular weight   88.2 g mol⁻¹
Kohn-Sham gap   12.4 eV
HOMO   -0.4139 Ha
Total energy   -6480.841 eV
SMILES   CCC.CCC

Structure (XYZ):
```
22
C6H16 (ωB97M-V/def2-TZVPD)
H -1.259 -0.971 -0.782
H -1.148 1.744 0.057
C -0.118 -2.216 2.253
C -0.127 2.050 -0.216
C -0.096 -1.194 1.110
H -2.184 -0.732 0.579
C 0.254 1.152 -1.387
H -0.568 1.221 -2.091
C -1.358 -1.369 0.227
H 0.877 -2.622 2.478
H -1.730 -2.387 0.309
H -0.611 -3.128 1.941
H 1.411 2.119 -2.981
H -0.031 -0.183 1.501
H 2.077 2.301 -1.434
H -0.531 -1.826 3.175
H 0.379 1.957 0.738
H 0.448 0.152 -1.020
H 2.193 0.703 -2.365
H 0.747 -1.427 0.464
H -0.225 3.101 -0.491
C 1.599 1.555 -2.064
```

Mulliken population analysis, charges in e, atoms 1 to 5:
1 H 0.316
2 H 0.349
3 C -1.230
4 C -1.324
5 C 0.190

---

No. 6
The following is a DFT calculation (ωB97M-V/def2-TZVPD) of an isolated molecule of C7H10O.

Properties
Molecular weight   110.2 g mol⁻¹
Kohn-Sham gap (spin up / spin down)   8.1 / 8.4 eV
HOMO (spin up / spin down)   -0.2720 / -0.2746 Ha
Total energy   -9463.604 eV

Structure (XYZ):
```
18
C7H10O (ωB97M-V/def2-TZVPD)
C -0.349 -0.427 0.414
H 1.110 1.859 1.339
H -0.613 1.676 -0.528
C 0.357 0.015 -1.576
H 0.218 -2.262 -1.071
H -1.965 -0.265 1.684
H -0.606 -0.158 -2.168
C 0.483 -1.217 -0.591
C -1.720 -0.834 0.819
H 2.583 -0.283 1.678
C 0.032 0.854 -0.248
H -2.563 -0.722 -0.024
H -1.697 -1.891 1.079
C 1.343 1.182 0.430
C 1.755 -0.198 0.956
O 1.734 -1.241 0.065
H 1.169 0.265 -2.175
H 2.100 1.543 -0.268
```

Mulliken population analysis, charges in e, atoms 1 to 5:
1 C -0.276
2 H 0.289
3 H 0.461
4 C -0.948
5 H 0.346

---

No. 7
The following is a DFT calculation (ωB97M-V/def2-TZVPD) of an isolated molecule of C7H9NO.

Properties
Molecular weight   123.2 g mol⁻¹
Kohn-Sham gap   5.9 eV
HOMO   -0.2388 Ha
Total energy   -10931.939 eV

Structure (XYZ):
```
18
C7H9NO (ωB97M-V/def2-TZVPD)
C -0.353 -0.855 -1.233
N 1.216 1.018 -0.049
H 3.008 0.809 -0.998
C -0.193 1.018 0.190
C -0.061 -1.258 0.156
C 2.108 1.427 -0.976
H 0.867 -0.345 1.832
H -2.368 0.456 -0.729
C -1.314 0.015 -0.469
C -1.455 -0.865 0.556
C 0.624 -0.093 0.834
H -0.404 1.716 1.143
O -1.441 -0.077 1.869
H -0.880 -1.595 -1.922
H -2.070 -0.567 2.620
H 0.293 -2.358 0.595
H 0.603 -0.671 -1.868
H 1.822 2.225 -1.549
```

Mulliken population analysis, charges in e, atoms 1 to 5:
1 C -0.890
2 N -0.029
3 H 0.313
4 C -0.384
5 C 0.086

---

No. 8
The following is a DFT calculation (ωB97M-V/def2-TZVPD) of an isolated molecule of C4H6O2.

Properties
Molecular weight   86.1 g mol⁻¹
Kohn-Sham gap   9.7 eV
HOMO   -0.3532 Ha
Total energy   -8339.525 eV
SMILES   CC(=O)C(C)=O

Structure (XYZ):
```
12
C4H6O2 (ωB97M-V/def2-TZVPD)
H 2.342 1.532 -0.101
C 0.839 0.107 -0.375
H -2.435 -1.295 0.241
H -1.556 -1.663 -1.241
O -0.494 -0.388 1.362
C -1.796 -0.863 -0.541
O 1.358 -0.415 -1.332
H 0.940 1.793 0.997
H -2.361 -0.092 -1.071
C -0.553 -0.324 0.153
H 2.116 0.552 1.368
C 1.600 1.055 0.539
```

Mulliken population analysis, charges in e, atoms 1 to 5:
1 H 0.334
2 C 0.698
3 H 0.297
4 H 0.292
5 O -0.486